1.
{
  "formula": "C8H20NSi2",
  "method": "the ωB97M-V functional and the def2-TZVPD basis",
  "elements": ["C", "C", "C", "C", "C", "C", "C", "C", "N", "Si", "Si", "H", "H", "H", "H", "H", "H", "H", "H", "H", "H", "H", "H", "H", "H", "H", "H", "H", "H", "H", "H"],
  "coordinates": [[0.13, 1.47, 0.09], [1.11, 0.79, 0.24], [-1.93, -1.38, 1.29], [-2.36, -0.80, 0.16], [-1.55, -0.82, -1.12], [-3.67, -0.17, -0.07], [1.76, -1.22, -0.83], [2.38, -0.79, 1.39], [2.17, -0.14, 0.17], [-0.85, 3.06, 0.13], [3.66, 0.69, -0.57], [-2.77, -1.23, 2.04], [-0.96, -1.78, 1.49], [-1.06, -1.74, -1.19], [-0.92, 0.04, -1.34], [-2.24, -0.72, -1.97], [-3.77, 0.88, -0.23], [-4.30, -0.38, 0.84], [-4.04, -0.72, -0.93], [2.68, -1.83, -1.04], [1.00, -2.02, -0.59], [1.33, -0.68, -1.62], [2.85, -0.14, 2.06], [1.58, -1.37, 1.77], [3.17, -1.67, 1.24], [-0.52, 4.09, -0.87], [-0.71, 3.71, 1.38], [-2.11, 2.43, -0.35], [4.17, -0.44, -1.21], [4.33, 1.00, 0.80], [3.01, 1.62, -1.47]],
  "total_energy_ha": -950.094104,
  "charge": 1
}


2.
{
  "formula": "C8H20O3PS",
  "method": "the ωB97M-V functional and the def2-TZVPD basis",
  "elements": ["O", "C", "O", "C", "C", "C", "C", "P", "C", "C", "C", "S", "H", "H", "H", "H", "H", "H", "H", "H", "H", "H", "H", "H", "H", "H", "H", "H", "H", "H", "O", "H", "H"],
  "coordinates": [[1.05, 1.44, -3.55], [0.71, 0.34, -3.50], [-0.56, -0.05, -3.76], [-1.26, -0.51, -2.60], [-1.49, 0.59, -1.58], [-2.16, 0.10, -0.29], [-1.24, -0.45, 0.84], [0.41, -1.02, 0.34], [1.54, -1.03, 1.78], [2.87, -0.38, 1.38], [2.80, 1.16, 1.54], [2.94, 1.82, -0.16], [1.44, -0.46, -3.29], [-2.23, -0.83, -2.94], [-0.75, -1.39, -2.20], [-0.61, 1.18, -1.35], [-2.17, 1.29, -2.05], [-2.67, 0.95, 0.12], [-2.88, -0.66, -0.57], [-1.72, -1.32, 1.25], [-1.17, 0.28, 1.63], [0.99, -0.30, -0.71], [0.28, -2.35, -0.07], [1.70, -2.03, 2.13], [1.02, -0.51, 2.58], [3.70, -0.76, 1.93], [3.03, -0.59, 0.33], [3.60, 1.52, 2.16], [1.86, 1.43, 1.97], [2.58, 3.10, 0.00], [-3.53, -0.35, 2.77], [-4.02, 0.35, 2.32], [-4.06, -0.55, 3.54]],
  "total_energy_ha": -1281.783852,
  "charge": 1
}


3.
{
  "formula": "C8H21AlI2OP2",
  "method": "the ωB97M-V functional and the def2-TZVPD basis",
  "elements": ["I", "I", "Al", "P", "C", "C", "H", "H", "H", "H", "H", "H", "C", "H", "H", "H", "P", "C", "C", "H", "H", "H", "C", "H", "H", "H", "H", "H", "H", "C", "O", "C", "H", "H", "H"],
  "coordinates": [[0.00, -1.54, -5.43], [-0.01, 1.66, -5.21], [0.00, 0.30, 0.13], [-2.36, 0.04, 0.05], [-3.22, -0.10, -1.54], [-2.99, -1.37, 1.01], [-4.08, -1.28, 1.15], [-4.24, 1.30, 0.92], [-2.51, -1.40, 2.00], [-2.75, 1.65, 1.84], [-2.92, -1.04, -2.04], [-2.77, -2.30, 0.49], [-3.17, 1.48, 0.84], [-4.30, -0.10, -1.39], [-3.00, 2.38, 0.24], [-2.94, 0.73, -2.20], [2.36, 0.03, 0.05], [3.22, -0.12, -1.53], [3.18, 1.46, 0.85], [2.49, -1.42, 2.00], [4.06, -1.30, 1.16], [2.75, -2.32, 0.49], [2.98, -1.39, 1.02], [2.76, 1.63, 1.85], [4.25, 1.27, 0.94], [4.30, -0.13, -1.37], [2.95, 0.72, -2.19], [3.01, 2.36, 0.25], [2.92, -1.05, -2.03], [0.01, 0.07, -1.69], [0.01, -0.19, -2.82], [0.00, 0.79, 2.02], [0.88, 0.43, 2.56], [-0.88, 0.44, 2.55], [0.00, 1.88, 2.12]],
  "charge": 2,
  "de_lowest_kj_mol": 0.0
}


4.
{
  "formula": "C8H21AuNO2P2",
  "method": "the ωB97M-V functional and the def2-TZVPD basis",
  "elements": ["Au", "H", "H", "P", "P", "C", "H", "H", "H", "C", "H", "H", "H", "C", "H", "H", "H", "C", "H", "H", "H", "C", "H", "H", "H", "C", "H", "H", "H", "C", "O", "H", "O", "C", "N"],
  "coordinates": [[0.00, 0.00, 0.00], [0.51, 1.21, -0.59], [1.17, 0.79, -0.14], [-1.80, 0.71, -1.35], [1.59, -1.43, 0.98], [1.62, -1.52, 2.83], [2.36, -2.25, 3.19], [1.85, -0.52, 3.23], [0.61, -1.80, 3.18], [1.37, -3.20, 0.50], [1.43, -3.27, -0.59], [2.14, -3.84, 0.97], [0.37, -3.53, 0.82], [3.37, -1.14, 0.58], [3.66, -0.14, 0.95], [4.02, -1.91, 1.03], [3.49, -1.15, -0.52], [-2.73, -0.69, -2.10], [-3.55, -0.32, -2.75], [-2.03, -1.30, -2.69], [-3.15, -1.32, -1.30], [-3.14, 1.69, -0.54], [-2.70, 2.62, -0.14], [-3.95, 1.93, -1.24], [-3.54, 1.11, 0.31], [-1.39, 1.74, -2.82], [-0.64, 1.20, -3.43], [-2.28, 1.96, -3.43], [-0.94, 2.69, -2.48], [-0.60, 0.82, 1.63], [-0.99, 1.28, 2.63], [0.48, -0.80, -1.45], [1.30, 4.00, 1.83], [0.94, 2.89, 1.32], [0.57, 1.74, 0.80]],
  "total_energy_ha": -1340.348612,
  "charge": 1,
  "spin_multiplicity": 3,
  "s2": 2.009
}